No. 1
A structure of composition C39H66BGaN6O2Si. Source: the OMol25 dataset; level of theory: ωB97M-V/def2-TZVPD.

Geometry (Å):
Ga 0.648 0.293 -0.219
C -3.832 3.117 0.881
C -2.840 2.485 -0.035
C -2.819 2.510 -1.412
C -1.720 1.741 -1.789
N -1.104 1.276 -0.699
N -1.804 1.752 0.393
B -1.578 1.367 1.888
N -2.230 -0.009 2.117
N -2.463 -0.794 1.029
C -3.446 -1.614 1.351
C -3.874 -1.371 2.675
C -3.093 -0.335 3.120
C -3.102 0.347 4.446
C -4.020 -2.580 0.334
C -4.318 -1.801 -0.953
C -3.026 -3.702 0.027
C -5.313 -3.192 0.871
N -0.029 1.594 2.182
N 0.721 1.914 1.073
C 1.575 2.873 1.407
C 1.493 3.085 2.792
C 0.452 2.294 3.230
C -0.137 2.180 4.591
C 2.194 3.831 0.412
C 2.241 3.296 -1.014
C 1.247 5.049 0.408
C 3.580 4.270 0.885
C -1.270 1.527 -3.212
C 0.077 0.824 -3.279
C -1.154 2.896 -3.896
C -2.325 0.680 -3.937
H -4.580 3.641 0.288
H -3.357 3.829 1.554
H -4.335 2.367 1.492
H -3.511 3.020 -2.059
H -2.157 2.146 2.591
H -4.646 -1.875 3.231
H -3.853 -0.111 5.086
H -3.332 1.410 4.354
H -2.136 0.261 4.945
H -3.418 -1.297 -1.303
H -5.083 -1.042 -0.778
H -4.671 -2.478 -1.735
H -2.053 -3.294 -0.241
H -3.394 -4.306 -0.805
H -2.898 -4.359 0.889
H -6.061 -2.424 1.077
H -5.134 -3.753 1.790
H -5.729 -3.882 0.134
H 2.056 3.785 3.383
H 0.419 2.801 5.291
H -0.103 1.147 4.939
H -1.181 2.496 4.593
H 1.249 2.953 -1.321
H 2.932 2.472 -1.126
H 2.531 4.103 -1.689
H 0.237 4.746 0.121
H 1.604 5.789 -0.311
H 1.198 5.517 1.391
H 4.239 3.412 1.026
H 3.523 4.814 1.828
H 4.034 4.930 0.145
H 0.909 1.499 -3.065
H 0.232 0.413 -4.275
H 0.119 -0.025 -2.597
H -0.522 3.570 -3.314
H -2.130 3.366 -4.022
H -0.707 2.775 -4.884
H -2.360 -0.331 -3.531
H -2.077 0.614 -4.998
H -3.318 1.118 -3.841
C 0.046 -3.255 2.723
C 1.348 -2.657 2.181
C 1.354 -1.167 2.450
C 1.599 -3.134 0.756
C 2.330 -4.320 0.699
C 2.484 -5.043 -0.465
C 1.918 -4.543 -1.620
C 1.247 -3.325 -1.647
C 0.833 -2.836 -3.023
C -0.622 -2.386 -3.146
C 1.870 -1.829 -3.532
C 1.073 -2.602 -0.446
O 0.291 -1.478 -0.460
H -0.066 -3.029 3.786
H 0.025 -4.337 2.592
H -0.803 -2.826 2.196
H 2.168 -3.090 2.762
H 0.431 -0.732 2.076
H 2.217 -0.651 2.029
H 1.336 -0.986 3.528
H 2.750 -4.706 1.622
H 3.036 -5.973 -0.473
H 2.034 -5.086 -2.551
H 0.930 -3.707 -3.678
H -0.876 -1.598 -2.441
H -1.287 -3.226 -2.947
H -0.822 -2.034 -4.161
H 2.044 -1.020 -2.824
H 1.572 -1.406 -4.493
H 2.827 -2.334 -3.669
C 4.766 0.285 1.163
Si 4.043 0.054 -0.553
C 4.557 -1.633 -1.157
C 5.011 1.225 -1.666
O 2.443 0.363 -0.538
H 5.847 0.420 1.073
H 4.593 -0.586 1.799
H 4.361 1.165 1.671
H 5.547 -1.854 -0.747
H 4.644 -1.646 -2.245
H 3.890 -2.435 -0.856
H 6.024 0.817 -1.735
H 5.096 2.239 -1.272
H 4.620 1.283 -2.684

Results
HOMO-LUMO gap (eV): 8.3815

Atomic partial charges in e from the natural (NBO) method, atoms 1 to 99: number 1, Ga, carries 2.0618; number 2, C, carries -0.6457; number 3, C, carries 0.2363; number 4, C, carries -0.3362; number 5, C, carries 0.2272; number 6, N, carries -0.4597; number 7, N, carries -0.3195; number 8, B, carries 0.5844; number 9, N, carries -0.3883; number 10, N, carries -0.2956; number 11, C, carries 0.1680; number 12, C, carries -0.3668; number 13, C, carries 0.1872; number 14, C, carries -0.6436; number 15, C, carries -0.0811; number 16, C, carries -0.5976; number 17, C, carries -0.6019; number 18, C, carries -0.5999; number 19, N, carries -0.3574; number 20, N, carries -0.4719; number 21, C, carries 0.2586; number 22, C, carries -0.3610; number 23, C, carries 0.2512; number 24, C, carries -0.6523; number 25, C, carries -0.0867; number 26, C, carries -0.5961; number 27, C, carries -0.5887; number 28, C, carries -0.5998; number 29, C, carries -0.0835; number 30, C, carries -0.6098; number 31, C, carries -0.5922; number 32, C, carries -0.5955; number 33, H, carries 0.2264; number 34, H, carries 0.2327; number 35, H, carries 0.2386; number 36, H, carries 0.2274; number 37, H, carries -0.0499; number 38, H, carries 0.2237; number 39, H, carries 0.2268; number 40, H, carries 0.2179; number 41, H, carries 0.2158; number 42, H, carries 0.2256; number 43, H, carries 0.2041; number 44, H, carries 0.1993; number 45, H, carries 0.2323; number 46, H, carries 0.1999; number 47, H, carries 0.2067; number 48, H, carries 0.2073; number 49, H, carries 0.2065; number 50, H, carries 0.2081; number 51, H, carries 0.2337; number 52, H, carries 0.2293; number 53, H, carries 0.2305; number 54, H, carries 0.2374; number 55, H, carries 0.1997; number 56, H, carries 0.2502; number 57, H, carries 0.2092; number 58, H, carries 0.2142; number 59, H, carries 0.2101; number 60, H, carries 0.2092; number 61, H, carries 0.2187; number 62, H, carries 0.2062; number 63, H, carries 0.2137; number 64, H, carries 0.2225; number 65, H, carries 0.2298; number 66, H, carries 0.2106; number 67, H, carries 0.2129; number 68, H, carries 0.2088; number 69, H, carries 0.2119; number 70, H, carries 0.2254; number 71, H, carries 0.2079; number 72, H, carries 0.2110; number 73, C, carries -0.6064; number 74, C, carries -0.2365; number 75, C, carries -0.5925; number 76, C, carries 0.0023; number 77, C, carries -0.2156; number 78, C, carries -0.2425; number 79, C, carries -0.1963; number 80, C, carries -0.0589; number 81, C, carries -0.2226; number 82, C, carries -0.5972; number 83, C, carries -0.6010; number 84, C, carries 0.2898; number 85, O, carries -0.9542; number 86, H, carries 0.1998; number 87, H, carries 0.2105; number 88, H, carries 0.2230; number 89, H, carries 0.1968; number 90, H, carries 0.2000; number 91, H, carries 0.2228; number 92, H, carries 0.2110; number 93, H, carries 0.2018; number 94, H, carries 0.2112; number 95, H, carries 0.2029; number 96, H, carries 0.1987; number 97, H, carries 0.2147; number 98, H, carries 0.2139; number 99, H, carries 0.1949

=====

No. 2
A cluster of 9 separate species, C39H66Br18ClN2O5 in total at a distorted geometry. Source: the OMol25 dataset; level of theory: ωB97M-V/def2-TZVPD.

Geometry (Å):
C 4.984 -1.840 -2.505
C 3.443 -1.519 -2.027
C 2.875 -2.068 -0.568
C 1.325 -1.718 -0.046
C 0.318 -0.821 -0.975
C -1.203 -0.353 -0.628
C -2.370 -1.476 -0.735
C -2.486 -2.970 -1.376
C -1.283 -3.784 -2.111
C -1.154 -5.253 -1.321
C 0.356 -5.889 -1.372
Cl -1.510 -4.935 0.508
N -3.947 -3.397 -1.126
C -4.604 -4.700 -1.567
C -5.009 -5.696 -0.327
O -4.404 -7.028 -0.661
C -4.606 -2.254 -0.376
O -6.042 -2.371 0.028
C -6.853 -1.349 -0.687
C -8.283 -2.084 -1.136
C -8.334 -1.989 -2.790
O -9.469 -1.411 -0.519
N -3.700 -1.047 -0.080
C -4.015 0.250 0.643
C -3.410 0.282 2.197
O -3.346 1.482 2.791
O -2.950 -0.978 2.813
C 0.928 -0.333 -2.452
C 2.440 -0.655 -2.993
H 5.572 -2.146 -1.513
H 5.071 -2.643 -3.356
H 5.453 -0.789 -2.821
H 3.617 -2.717 0.099
H 0.970 -2.112 0.996
H -1.193 0.033 0.502
H -1.450 0.623 -1.269
H -1.646 -4.053 -3.211
H -0.258 -3.237 -2.202
H -1.994 -6.013 -1.664
H 1.098 -5.060 -1.009
H 0.383 -6.740 -0.535
H 0.558 -6.301 -2.449
H -3.959 -5.273 -2.392
H -5.620 -4.424 -2.123
H -4.623 -5.293 0.713
H -6.185 -5.898 -0.335
H -4.785 -7.319 -1.564
H -6.286 -0.885 -1.606
H -7.170 -0.458 0.014
H -8.227 -3.219 -0.782
H -8.499 -0.848 -3.039
H -7.288 -2.344 -3.187
H -9.216 -2.663 -3.159
H -10.259 -1.977 -0.835
H -5.188 0.443 0.747
H -3.551 1.129 -0.015
H -2.024 -1.134 2.432
H 0.220 0.299 -3.175
H 2.828 -0.290 -4.054
Br -3.505 0.855 -5.046
C -4.173 -0.620 -6.135
C -5.457 -1.178 -5.569
Br -5.112 -2.309 -4.017
H -3.369 -1.358 -6.200
H -4.344 -0.187 -7.125
H -5.945 -1.835 -6.295
H -6.164 -0.407 -5.251
Br 3.494 -0.078 -0.436
C 4.691 1.459 -0.334
C 4.077 2.577 0.477
Br 2.723 3.533 -0.551
H 4.928 1.748 -1.361
H 5.595 1.083 0.152
H 4.829 3.331 0.726
H 3.595 2.233 1.396
Br 6.548 -4.372 -5.803
C 7.866 -4.410 -4.366
C 7.525 -5.465 -3.339
Br 6.078 -4.873 -2.173
H 7.915 -3.400 -3.950
H 8.815 -4.642 -4.857
H 8.373 -5.642 -2.672
H 7.212 -6.415 -3.780
Br 3.774 4.754 -4.155
C 4.085 6.141 -2.820
C 3.684 7.501 -3.342
Br 5.021 8.206 -4.576
H 5.138 6.079 -2.534
H 3.463 5.858 -1.966
H 3.639 8.230 -2.527
H 2.729 7.499 -3.874
Br 4.974 2.097 3.665
C 5.285 3.484 5.000
C 4.884 4.844 4.478
Br 6.221 5.549 3.244
H 6.338 3.422 5.286
H 4.663 3.200 5.854
H 4.839 5.572 5.293
H 3.929 4.841 3.946
Br 6.848 10.033 0.309
C 8.166 9.995 1.746
C 7.825 8.939 2.772
Br 6.378 9.531 3.939
H 8.215 11.005 2.162
H 9.115 9.762 1.254
H 8.673 8.762 3.440
H 7.512 7.989 2.331
Br -11.157 -4.423 -1.155
C -10.993 -4.393 0.789
C -12.121 -5.156 1.444
Br -13.773 -4.118 1.437
H -10.947 -3.343 1.090
H -10.032 -4.871 1.000
H -11.903 -5.335 2.501
H -12.342 -6.110 0.957
Br 2.245 -3.733 2.637
C 1.777 -3.368 4.496
C 1.263 -1.957 4.663
Br 2.725 -0.666 4.641
H 2.665 -3.581 5.096
H 0.996 -4.094 4.739
H 0.789 -1.833 5.641
H 0.559 -1.656 3.883
Br 3.580 7.052 7.545
C 4.776 8.589 7.647
C 4.163 9.707 8.458
Br 2.809 10.664 7.430
H 5.014 8.879 6.619
H 5.681 8.213 8.132
H 4.915 10.461 8.707
H 3.681 9.363 9.377

Results
HOMO-LUMO gap (eV): 5.5202
Total charge: +1

Atomic partial charges in e from the Mulliken method, atoms 1 to 99: number 1, C, carries -0.9503; number 2, C, carries 0.6340; number 3, C, carries -0.6464; number 4, C, carries 0.1930; number 5, C, carries 0.1747; number 6, C, carries -0.3850; number 7, C, carries 0.3645; number 8, C, carries -0.2117; number 9, C, carries -0.4154; number 10, C, carries 0.0984; number 11, C, carries -0.9084; number 12, Cl, carries -0.1940; number 13, N, carries 0.9513; number 14, C, carries -0.6895; number 15, C, carries -0.2584; number 16, O, carries -0.5580; number 17, C, carries -0.5606; number 18, O, carries -0.3153; number 19, C, carries -0.3710; number 20, C, carries 0.4156; number 21, C, carries -0.4877; number 22, O, carries -0.6284; number 23, N, carries 0.5797; number 24, C, carries -0.4189; number 25, C, carries 0.5234; number 26, O, carries -0.5144; number 27, O, carries -0.4322; number 28, C, carries -0.5887; number 29, C, carries -0.4751; number 30, H, carries 0.2555; number 31, H, carries 0.2837; number 32, H, carries 0.2758; number 33, H, carries 0.1984; number 34, H, carries -0.4090; number 35, H, carries 0.2375; number 36, H, carries 0.3843; number 37, H, carries 0.3323; number 38, H, carries 0.0466; number 39, H, carries 0.2789; number 40, H, carries 0.1911; number 41, H, carries 0.3315; number 42, H, carries 0.3292; number 43, H, carries 0.4094; number 44, H, carries 0.2353; number 45, H, carries 0.2768; number 46, H, carries 0.1723; number 47, H, carries 0.3360; number 48, H, carries 0.3747; number 49, H, carries 0.2587; number 50, H, carries 0.0216; number 51, H, carries 0.2479; number 52, H, carries -0.2383; number 53, H, carries 0.3497; number 54, H, carries 0.2772; number 55, H, carries 0.2108; number 56, H, carries 0.3560; number 57, H, carries 0.3240; number 58, H, carries 0.2162; number 59, H, carries 0.2726; number 60, Br, carries -0.1479; number 61, C, carries -0.6008; number 62, C, carries -0.6981; number 63, Br, carries -0.0261; number 64, H, carries 0.3652; number 65, H, carries 0.3865; number 66, H, carries 0.3999; number 67, H, carries 0.3645; number 68, Br, carries 0.1519; number 69, C, carries -0.7316; number 70, C, carries -0.5850; number 71, Br, carries -0.1672; number 72, H, carries 0.4204; number 73, H, carries 0.3842; number 74, H, carries 0.3658; number 75, H, carries 0.2187; number 76, Br, carries -0.1317; number 77, C, carries -0.6240; number 78, C, carries -0.5334; number 79, Br, carries -0.1019; number 80, H, carries 0.3443; number 81, H, carries 0.3706; number 82, H, carries 0.3433; number 83, H, carries 0.3578; number 84, Br, carries -0.1203; number 85, C, carries -0.3779; number 86, C, carries -0.5912; number 87, Br, carries -0.1399; number 88, H, carries 0.3717; number 89, H, carries 0.0918; number 90, H, carries 0.3579; number 91, H, carries 0.3816; number 92, Br, carries -0.1318; number 93, C, carries -0.5297; number 94, C, carries -0.1865; number 95, Br, carries -0.1049; number 96, H, carries 0.3748; number 97, H, carries 0.3574; number 98, H, carries -0.1124; number 99, H, carries 0.4081